DFT (ωB97M-V with the def2-TZVPD basis set) results for the molecule C13H22N2O2S at a distorted geometry.

XYZ file:
```
40
Properties=species:S:1:pos:R:3:forces:R:3:mulliken_charge:R:1
C -2.139 2.948 4.617 -0.087 -0.208 -0.109 -1.368
C -1.860 1.641 3.884 0.248 0.234 0.046 -0.218
C -0.369 1.459 3.611 -0.179 -0.337 0.009 -0.647
C -0.023 0.102 2.995 -0.061 0.158 -0.090 -0.820
C -0.652 -0.167 1.628 0.064 0.109 0.042 -0.857
C -0.324 0.866 0.552 0.056 -0.227 0.059 -0.590
C 1.189 0.981 0.304 -0.117 0.080 0.309 -0.490
C 1.437 1.816 -0.908 0.128 -0.058 0.332 -0.076
O 1.719 2.986 -0.907 0.002 0.152 0.012 -0.605
N 1.295 1.192 -2.159 0.072 0.428 -0.569 -0.080
C 1.057 -0.092 -2.482 -0.129 -0.827 -0.729 0.545
N 0.854 -1.056 -1.664 0.059 0.633 1.214 -0.175
C 0.632 -2.270 -2.247 0.001 -0.083 -0.906 -0.310
O 0.420 -3.294 -1.658 -0.040 -0.188 0.052 -0.602
C 0.677 -2.226 -3.802 -0.002 -0.035 0.012 1.523
C -0.675 -2.657 -4.356 -0.024 0.049 0.069 -1.573
C 1.803 -3.126 -4.294 0.038 0.035 0.066 -1.545
S 1.019 -0.481 -4.209 -0.008 0.010 0.104 -0.274
H -1.623 2.967 5.575 0.044 0.050 0.108 0.334
H -1.795 3.796 4.028 0.025 0.128 -0.023 0.339
H -3.204 3.067 4.800 -0.082 0.098 0.058 0.373
H -2.221 0.804 4.486 -0.049 -0.084 -0.055 0.286
H -2.413 1.638 2.943 -0.070 -0.094 -0.030 0.266
H 0.171 1.550 4.557 0.044 0.094 -0.002 0.457
H -0.021 2.265 2.962 0.072 0.119 -0.003 0.248
H 1.063 0.022 2.913 0.064 -0.091 0.046 0.301
H -0.353 -0.685 3.678 0.088 -0.044 0.042 0.441
H -1.737 -0.217 1.734 -0.047 -0.082 -0.025 0.380
H -0.313 -1.144 1.277 -0.070 -0.058 -0.050 0.385
H -0.719 1.845 0.826 -0.029 0.084 -0.050 0.434
H -0.813 0.555 -0.373 -0.053 0.061 -0.005 0.455
H 1.667 1.472 1.152 0.065 0.053 -0.101 0.493
H 1.597 -0.019 0.164 0.029 0.086 0.094 0.405
H 1.443 1.827 -2.939 -0.016 -0.049 0.246 0.237
H -0.915 -3.645 -3.967 0.010 -0.081 0.003 0.368
H -1.457 -1.964 -4.049 -0.060 -0.001 -0.011 0.396
H -0.649 -2.699 -5.443 -0.025 -0.004 -0.080 0.404
H 1.817 -3.163 -5.381 0.025 -0.014 -0.079 0.403
H 1.645 -4.130 -3.905 -0.039 -0.071 0.002 0.361
H 2.768 -2.765 -3.941 0.054 -0.023 -0.009 0.398
```
Positions in Å, forces in eV/Å.

For the energy above the lowest of the compared OMol25 structures with the same formula, charge and spin, the calculation gives 8.86 kJ/mol. The value obtained for the strongest force on any atom is 0.0266 Eh/bohr. The gap between HOMO and LUMO comes out at 10.10 eV. The SMILES is CCCCCCCC(=O)NC1=NC(=O)C(C)(C)S1.